(1)
A cluster of 6 separate species, C16H48N3O6PS5 in total, computed with wB97M-V/def2-TZVPD.

Values from the calculation:
Calculated total energy, Ha: -3585.92536
Multiplicity: 2
Total charge: +1
Orbital gap (spin up / spin down), eV: 6.86 / 2.41

Each line ends with the Mulliken spin population.
Positions of all 79 atoms, in Å:
O: 3.5246 -0.1600 2.0963  0.000
P: 2.7020 -1.2790 2.7149  0.000
N: 2.2475 -2.6001 1.7041  0.000
C: 1.3513 -2.3635 0.6010  0.000
C: 3.2591 -3.5567 1.3778  0.000
N: 1.2710 -0.7926 3.4033  0.000
C: 1.0291 0.5924 3.6268  0.000
C: 0.0944 -1.6466 3.7927  0.000
N: 3.6004 -1.9953 3.9662  0.000
C: 5.0201 -1.9771 3.8916  0.000
C: 3.0976 -2.3477 5.2552  0.000
H: 0.6420 -3.1537 0.3547  0.000
H: 1.8503 -2.1600 -0.3465  0.000
H: 0.8521 -1.4177 0.8116  0.000
H: 3.8516 -3.8369 2.2487  0.000
H: 3.9709 -3.1085 0.6845  0.000
H: 2.7629 -4.4304 0.9552  0.000
H: 1.6133 1.2547 2.9879  0.000
H: -0.0188 0.8905 3.5922  0.000
H: 1.3998 0.6393 4.6507  0.000
H: 0.2119 -1.9281 4.8391  0.000
H: -0.7944 -1.0217 3.7057  0.000
H: 0.0345 -2.5994 3.2667  0.000
H: 5.4088 -2.1851 2.8947  0.000
H: 5.2904 -0.9291 4.0217  0.000
H: 5.3673 -2.7053 4.6246  0.000
H: 3.3846 -1.5607 5.9525  0.000
H: 3.5377 -3.3143 5.5005  0.000
H: 2.0263 -2.5360 5.3258  0.000
C: -3.3701 3.6425 -2.7210  0.000
S: -2.8929 1.9158 -3.0816  0.000
O: -4.1742 1.1557 -3.0218  0.000
C: -2.4372 2.1522 -4.8947  0.000
H: -3.8891 3.7140 -1.7652  0.000
H: -3.9707 4.2325 -3.4132  0.000
H: -2.4017 4.0997 -2.5175  0.000
H: -3.1259 1.6472 -5.5720  0.000
H: -1.4077 1.8346 -5.0598  0.000
H: -2.3978 3.2325 -5.0348  0.000
C: -2.9774 5.1463 0.9683  0.044
S: -1.2611 5.5033 0.6341  0.234
O: -0.6354 6.1880 1.8902  0.649
C: -0.7106 3.8116 0.2864  0.047
H: -3.0751 4.1674 1.4376  0.012
H: -3.5131 5.2677 0.0268  -0.005
H: -3.2990 5.9120 1.6743  0.000
H: -1.2730 3.0950 0.8849  0.015
H: 0.3371 3.6377 0.5316  -0.002
H: -0.9299 3.4819 -0.7291  -0.001
C: -2.4301 -2.7662 -5.2458  0.000
S: -2.9558 -3.4533 -3.6481  0.000
O: -1.7168 -3.2966 -2.7372  0.000
C: -4.3314 -2.3416 -3.1323  0.000
H: -1.4958 -3.1933 -5.6102  0.000
H: -2.0743 -1.7914 -4.9122  0.000
H: -3.2504 -2.8020 -5.9627  0.000
H: -4.7829 -2.6694 -2.1960  0.000
H: -5.0942 -2.1777 -3.8935  0.000
H: -4.0424 -1.2937 -3.0514  0.000
C: -2.6079 -1.6846 0.9395  0.001
S: -2.2624 0.0646 0.4185  0.000
O: -1.3358 0.5896 1.4824  0.007
C: -1.3101 -0.2768 -1.1285  -0.001
H: -1.6785 -2.2494 1.0118  0.000
H: -3.3378 -2.0177 0.2016  0.000
H: -3.1706 -1.6250 1.8711  0.000
H: -0.6508 -1.1052 -0.8694  0.000
H: -0.7619 0.5874 -1.5036  0.001
H: -1.9743 -0.6468 -1.9096  0.000
C: 3.4647 1.5890 -3.1973  0.000
S: 1.9796 1.2271 -2.1507  0.000
O: 1.3342 2.5850 -1.9539  0.000
C: 2.8452 0.6059 -0.6628  0.000
H: 3.2594 2.1539 -4.1067  0.000
H: 3.9859 0.6862 -3.5159  0.000
H: 4.2060 2.1270 -2.6065  0.000
H: 3.2708 -0.3948 -0.7368  0.000
H: 2.1186 0.6432 0.1489  0.000
H: 3.6158 1.3177 -0.3665  0.000

(2)
A structure of composition C5H10O2, computed with wB97M-V/def2-TZVPD.

Values from the calculation:
Calculated total energy, Ha: -346.87130
Orbital gap, eV: 10.04

Each line ends with the natural charge from an NBO analysis.
Positions of all 17 atoms, in Å:
O: 2.2679 0.0124 0.9810  -0.719
C: 1.5555 -0.5911 -0.0718  -0.084
C: 0.1041 -0.4177 0.2445  -0.160
C: -0.3285 1.3185 0.2448  -0.492
C: -1.7660 1.1202 -0.0517  -0.062
O: -1.9894 -0.5486 -0.8138  -0.598
C: -0.7877 -1.2243 -0.6672  -0.084
H: 3.1746 0.1412 0.6925  0.470
H: 1.6517 -0.0490 -1.0230  0.165
H: 1.8897 -1.6316 -0.2568  0.169
H: -0.1840 -0.6516 1.2832  0.204
H: -0.0267 1.5110 1.2774  0.242
H: 0.1474 2.1209 -0.3812  0.217
H: -2.2378 1.8698 -0.7030  0.206
H: -2.3744 0.7869 0.7641  0.205
H: -0.3181 -1.5999 -1.6112  0.156
H: -0.7591 -2.1360 -0.0075  0.167

(3)
A cluster of 2 separate species, C2H4O3 in total, computed with wB97M-V/def2-TZVPD.

Values from the calculation:
Calculated total energy, Ha: -304.07189
Orbital gap (spin up / spin down), eV: 8.91 / 9.32

Each line ends with the natural charge from an NBO analysis.
Positions of all 9 atoms, in Å:
C: -0.1453 -0.5169 -0.6723  0.738
C: 0.3840 1.1598 1.1959  -0.526
O: 0.4333 -0.2555 -1.8756  -0.280
O: -0.9608 0.0018 -1.6325  -0.285
O: -0.2897 -1.7005 -0.1112  -0.707
H: -0.3647 1.8781 0.9395  0.190
H: 1.3898 1.3379 0.8742  0.190
H: 0.2085 0.4678 1.9925  0.190
H: -0.6550 -2.3725 -0.7105  0.491

(4)
A cluster of 8 separate species, C26H40Br2NO21 in total, computed with wB97M-V/def2-TZVPD.

Values from the calculation:
Calculated total energy, Ha: -7797.48248
Total charge: -1
Orbital gap, eV: 6.91

Each line ends with the Mulliken charge.
Positions of all 90 atoms, in Å:
N: 13.0479 19.7207 8.0731  0.846
O: 12.2883 20.0465 7.1863  -0.593
O: 14.1342 19.3982 7.6532  -0.532
O: 12.6910 19.6159 9.2544  -0.620
Br: 10.8100 23.8184 11.8947  -0.180
C: 11.7151 22.1529 11.2522  -0.276
C: 13.2041 22.3175 11.2773  -0.133
Br: 13.8229 22.9250 13.0760  -0.138
H: 11.3879 21.8382 10.2612  0.216
H: 11.3849 21.4108 11.9791  0.261
H: 13.5895 23.0115 10.5304  0.597
H: 13.6828 21.3833 10.9836  -0.449
C: 11.2684 17.9294 11.7309  -0.792
C: 12.3164 17.5898 12.9256  0.356
C: 13.5928 18.4914 12.7228  0.367
O: 13.8887 18.9617 14.0364  -0.347
C: 12.8001 18.7745 14.8166  0.596
O: 12.6012 19.1657 15.9714  -0.596
O: 11.8670 18.0431 14.1282  -0.377
H: 10.3490 17.3663 11.8912  0.475
H: 11.4995 17.6541 10.7019  0.319
H: 11.1690 19.0134 11.6735  -0.150
H: 12.5594 16.5345 13.0503  0.300
H: 13.3944 19.3551 12.0881  -0.484
H: 14.4299 18.0273 12.2014  0.321
C: 8.7813 19.5013 9.4836  -0.598
C: 8.3084 20.6549 8.5124  0.624
C: 9.1140 20.8409 7.2155  -0.162
O: 8.1380 20.5455 6.1880  -0.379
C: 6.9685 20.2605 6.7162  0.615
O: 5.9540 19.9463 6.0700  -0.663
O: 7.0438 20.2292 8.0592  -0.408
H: 9.7482 19.6869 9.9514  -0.012
H: 8.9944 18.6155 8.8852  -0.149
H: 8.1071 19.1916 10.2821  0.442
H: 8.1758 21.6146 9.0119  0.356
H: 9.8173 20.0339 7.0101  0.111
H: 9.5746 21.8148 7.0492  0.217
C: 10.5368 13.3322 6.7140  -1.424
C: 10.4813 14.8650 6.5431  0.351
C: 10.4065 15.6997 7.8547  -0.357
O: 11.5216 16.5148 7.7522  -0.075
C: 12.1876 16.2926 6.6106  0.537
O: 13.1093 16.9904 6.2773  -0.515
O: 11.6525 15.3184 5.9331  -0.363
H: 11.3693 13.1376 7.3901  0.346
H: 10.6230 12.8857 5.7234  0.346
H: 9.6528 12.8449 7.1254  0.363
H: 9.6682 15.1193 5.8632  0.270
H: 10.3940 15.0451 8.7262  0.306
H: 9.4909 16.2909 7.8689  0.208
C: 8.8899 25.0296 4.4910  -1.428
C: 9.6006 23.9405 3.6589  0.324
C: 10.9551 24.2562 3.0258  -0.386
O: 11.6904 23.1342 3.3464  -0.345
C: 11.0658 22.3539 4.2026  0.547
O: 11.5163 21.3941 4.8348  -0.441
O: 9.8447 22.8620 4.4926  -0.173
H: 8.4801 25.8658 3.9245  0.380
H: 9.5013 25.4259 5.3016  0.358
H: 8.0079 24.6336 4.9944  0.343
H: 8.9811 23.4929 2.8817  0.252
H: 11.3132 25.1539 3.5297  0.268
H: 10.9806 24.5218 1.9689  0.297
C: 16.5637 19.6194 10.5087  -0.414
C: 17.3023 20.9447 10.1729  0.614
C: 16.5837 21.8785 9.2140  -0.169
O: 16.6652 23.2074 9.7403  -0.368
C: 16.9898 23.0790 10.9997  0.586
O: 17.0118 24.0326 11.7907  -0.609
O: 17.2986 21.7809 11.2994  -0.410
H: 15.5443 19.8638 10.8076  -0.445
H: 16.9662 19.1385 11.4002  0.466
H: 16.3831 18.9710 9.6514  0.321
H: 18.3036 20.8471 9.7535  0.149
H: 15.6355 21.5225 8.8112  0.067
H: 17.1018 21.8343 8.2560  0.220
C: 20.5861 17.3321 5.6130  -1.387
C: 19.4187 17.2469 6.5921  0.370
C: 19.5171 18.4343 7.6020  -0.486
O: 18.3642 19.1341 7.3067  -0.204
C: 17.5711 18.5122 6.3685  0.543
O: 16.4520 18.9066 6.0268  -0.455
O: 18.1652 17.3408 5.9322  -0.323
H: 21.4652 17.2631 6.2539  0.418
H: 20.7837 18.2083 4.9955  0.310
H: 20.6646 16.4159 5.0278  0.372
H: 19.4224 16.4236 7.3064  0.288
H: 20.3545 19.0886 7.3595  0.282
H: 19.5279 18.2092 8.6685  0.292

(5)
The ion C2H2NO2S2 with charge -1, computed with wB97M-V/def2-TZVPD.

Values from the calculation:
Calculated total energy, Ha: -1079.05428
Total charge: -1
Orbital gap, eV: 6.76
Structure (SMILES): C=NSSC(=O)[O-]

Each line ends with the natural charge from an NBO analysis.
Positions of all 9 atoms, in Å:
C: -0.0192 0.3361 0.0509  -0.152
N: 1.1324 0.3760 0.5906  -0.580
S: 1.5496 0.2231 2.1783  0.270
S: 3.4856 0.2747 1.8654  -0.430
C: 3.5012 -1.6042 0.7289  0.909
O: 2.8945 -2.4103 1.3206  -0.646
O: 4.2050 -1.3377 -0.1759  -0.660
H: 0.1166 0.5884 -0.9010  0.159
H: -1.0212 -0.0141 0.4402  0.131

(6)
A cluster of 2 separate species, C5H14N2O in total, computed with wB97M-V/def2-TZVPD.

Values from the calculation:
Calculated total energy, Ha: -383.50836
Orbital gap, eV: 6.88

Each line ends with the natural charge from an NBO analysis.
Positions of all 22 atoms, in Å:
C: -2.0062 -0.5390 -0.5371  0.460
C: -2.9480 0.5404 -0.9761  -0.729
C: 0.4860 1.0349 -1.1358  -0.526
O: -1.5114 -0.6038 0.5976  -0.571
H: -0.1219 0.0721 0.6886  0.404
H: -1.8073 -1.3322 -1.2750  0.127
H: -3.9622 0.1365 -0.9955  0.250
H: -2.7068 0.8865 -1.9829  0.236
H: -2.9277 1.3760 -0.2770  0.241
H: -0.1062 1.9292 -0.9555  0.205
H: 0.1376 0.3593 -1.9138  0.185
H: 1.4824 1.3329 -1.4551  0.219
C: 1.7290 -0.7518 0.2910  -0.207
C: 1.7904 -1.5046 1.6110  -0.625
N: 0.8584 0.4405 0.4206  -0.195
N: 1.4018 1.3315 1.2521  -0.829
H: 0.7594 2.1213 1.3390  0.295
H: 2.7185 -0.3929 0.0048  0.213
H: 1.3215 -1.3858 -0.4973  0.182
H: 0.8024 -1.8757 1.8773  0.207
H: 2.1347 -0.8298 2.3915  0.247
H: 2.4754 -2.3454 1.5276  0.209

(7)
A structure of composition C54H56Ge2ReS4, computed with wB97M-V/def2-TZVPD.

Values from the calculation:
Calculated total energy, Ha: -7915.83790
Multiplicity: 4
Total charge: +2
Orbital gap (spin up / spin down), eV: 4.74 / 5.13

Each line ends with the Mulliken spin population.
Positions of all 117 atoms, in Å:
Re: -0.0032 -3.3192 0.7980  2.683
C: 0.4433 -5.9913 0.3203  0.077
C: -0.7709 -6.0693 1.0106  0.027
C: -0.9035 -5.4497 2.2588  0.053
C: 0.1783 -4.7605 2.8286  -0.087
C: 1.4047 -4.6823 2.1380  0.148
C: 1.5339 -5.3070 0.8806  -0.133
H: 0.5552 -6.4813 -0.6399  0.009
H: -1.6055 -6.6211 0.5869  0.006
H: -1.8341 -5.5247 2.8044  0.005
H: 0.0913 -4.3421 3.8194  -0.002
H: 2.2639 -4.2367 2.6154  0.018
H: 2.4885 -5.3017 0.3743  -0.003
C: -3.4189 -3.0267 -4.5673  0.000
C: -2.1927 -2.1587 -4.3739  -0.003
C: -2.2951 -0.7734 -4.2961  -0.004
C: -1.1783 0.0429 -4.1509  0.002
C: -1.3442 1.5497 -4.1118  -0.003
C: 0.0922 -0.5554 -4.0545  -0.003
C: 0.2235 -1.9520 -4.1632  0.014
C: 1.5731 -2.6464 -4.2126  0.004
C: -0.9302 -2.7257 -4.3096  -0.002
C: 1.3017 0.3139 -3.8612  0.003
C: 1.9012 0.9881 -4.9152  -0.001
C: 3.0149 1.7888 -4.6859  0.002
C: 3.5424 1.9227 -3.4073  0.000
C: 2.9757 1.2625 -2.3216  -0.012
C: 1.8465 0.4802 -2.5860  0.020
Ge: 0.8167 -0.3091 -1.1730  0.094
S: 0.5587 -2.6434 -1.2267  -0.084
S: 1.2296 0.0040 1.0105  0.100
Ge: -1.0023 0.1654 1.0713  0.003
S: -1.7102 -2.0286 1.3896  0.042
S: -1.2981 0.3579 -1.1220  -0.007
C: -1.9260 1.4298 2.1711  0.025
C: -2.9133 2.2731 1.6553  -0.004
C: -3.4266 3.2340 2.5230  0.001
C: -2.9931 3.3162 3.8427  0.002
C: -2.0263 2.4434 4.3321  -0.002
C: -1.4771 1.4845 3.4946  -0.005
C: -0.4172 0.5214 3.9477  0.005
C: -0.7573 -0.7754 4.3562  0.013
C: -2.1976 -1.2355 4.4872  0.006
C: 0.2681 -1.6536 4.7297  -0.019
C: 1.5982 -1.2715 4.7284  0.001
C: 2.6918 -2.2114 5.1885  -0.001
C: 1.9117 0.0289 4.3303  -0.002
C: 0.9334 0.9354 3.9478  -0.002
C: 1.3139 2.3380 3.5351  0.002
C: -3.4178 2.1818 0.2433  -0.001
C: -2.9588 3.0680 -0.7345  0.001
C: -1.8932 4.1118 -0.4613  -0.001
C: -3.4827 2.9704 -2.0280  -0.001
C: -4.4398 2.0316 -2.3656  -0.001
C: -5.0179 1.9587 -3.7645  0.000
C: -4.8810 1.1610 -1.3757  0.000
C: -4.3937 1.2202 -0.0778  0.001
C: -4.9524 0.2856 0.9801  -0.001
C: 3.6152 1.3816 -0.9669  0.002
C: 4.3654 0.3273 -0.4351  -0.004
C: 4.5351 -1.0120 -1.1356  0.007
C: 5.0127 0.5078 0.7930  0.001
C: 4.9478 1.6983 1.4879  0.000
C: 5.7261 1.9073 2.7712  0.000
C: 4.1675 2.7210 0.9567  0.003
C: 3.4981 2.5875 -0.2518  0.004
C: 2.6234 3.7186 -0.7538  0.004
H: -4.3305 -2.4301 -4.6121  0.000
H: -3.5237 -3.7491 -3.7543  0.000
H: -3.3440 -3.5970 -5.4951  0.000
H: -3.2782 -0.3120 -4.3729  0.000
H: -2.4009 1.8242 -4.1976  0.001
H: -0.8003 2.0292 -4.9281  0.000
H: -0.9593 1.9773 -3.1806  -0.001
H: 2.4026 -1.9725 -4.0116  -0.001
H: 1.7334 -3.0749 -5.2067  0.000
H: 1.6219 -3.4792 -3.4980  0.005
H: -0.8307 -3.8094 -4.4070  -0.004
H: 1.4927 0.8759 -5.9148  0.000
H: 3.4856 2.3038 -5.5153  0.000
H: 4.4289 2.5251 -3.2411  0.000
H: -4.1856 3.9143 2.1499  0.000
H: -3.4214 4.0649 4.4998  0.000
H: -1.6964 2.5005 5.3648  0.000
H: -2.9030 -0.5369 4.0416  -0.002
H: -2.4636 -1.3404 5.5441  0.000
H: -2.3449 -2.2171 4.0222  0.001
H: 0.0025 -2.6566 5.0747  0.001
H: 2.2939 -3.1911 5.4637  0.000
H: 3.2017 -1.8030 6.0634  0.000
H: 3.4511 -2.3472 4.4127  0.000
H: 2.9567 0.3415 4.3267  -0.001
H: 2.3941 2.4770 3.6003  0.000
H: 0.8325 3.0825 4.1729  0.000
H: 1.0084 2.5478 2.5049  0.001
H: -1.4411 4.0068 0.5231  0.000
H: -2.3155 5.1208 -0.5291  0.000
H: -1.0973 4.0484 -1.2129  0.000
H: -3.1226 3.6615 -2.7935  0.000
H: -4.5454 2.6793 -4.4345  0.000
H: -6.0895 2.1695 -3.7491  0.000
H: -4.8984 0.9571 -4.1891  0.000
H: -5.6461 0.4245 -1.6237  0.000
H: -5.7476 -0.3388 0.5645  0.000
H: -5.3646 0.8471 1.8234  0.000
H: -4.1893 -0.3800 1.3911  0.005
H: 4.1566 -1.0073 -2.1544  -0.002
H: 4.0184 -1.8095 -0.5786  -0.004
H: 5.5921 -1.2912 -1.1771  0.000
H: 5.6145 -0.3099 1.1966  0.000
H: 6.2027 0.9853 3.1087  0.000
H: 5.0871 2.2830 3.5756  0.000
H: 6.5101 2.6529 2.6237  0.000
H: 4.0867 3.6611 1.5045  0.000
H: 2.5093 4.4874 0.0159  0.000
H: 1.6284 3.3532 -1.0288  -0.002
H: 3.0432 4.1980 -1.6418  0.000

(8)
A cluster of 12 separate species, H24O12 in total, computed with wB97M-V/def2-TZVPD.

Values from the calculation:
Calculated total energy, Ha: -917.23188
Orbital gap, eV: 10.61
Structure (SMILES): O.O.O.O.O.O.O.O.O.O.O.O

Each line ends with the natural charge from an NBO analysis.
Positions of all 36 atoms, in Å:
O: -2.4631 -0.7702 -0.9235  -0.955
H: -3.0514 -0.0846 -1.2457  0.480
H: -2.0675 -1.2987 -1.6201  0.480
O: -1.5099 1.5066 -1.8040  -0.960
H: -1.2713 0.5769 -1.8629  0.480
H: -1.7474 1.6062 -0.8780  0.472
O: -2.1659 -4.0316 1.7101  -0.962
H: -1.7933 -3.2718 1.2353  0.494
H: -2.9733 -4.2180 1.2221  0.459
O: 0.7886 3.8100 1.1455  -0.944
H: 1.4460 4.1608 0.5325  0.459
H: 0.9282 2.8575 1.0324  0.481
O: 1.6378 0.2859 -3.4796  -0.933
H: 1.4808 -0.3997 -2.8195  0.477
H: 0.9824 0.9140 -3.1496  0.476
O: 1.6055 0.7658 3.7961  -0.980
H: 2.1450 1.0013 4.5493  0.484
H: 1.4034 1.4577 3.1640  0.494
O: 2.5421 1.5430 -1.5599  -0.933
H: 2.3543 1.9854 -0.7264  0.462
H: 2.5425 2.2392 -2.2228  0.470
O: -0.6231 -1.0252 -3.8640  -0.990
H: 0.1293 -0.5859 -4.3101  0.502
H: -1.3998 -0.4800 -4.0194  0.471
O: 0.3631 0.7150 0.8853  -1.006
H: 0.8315 -0.0121 1.3004  0.497
H: -0.5956 0.6821 0.8952  0.511
O: -2.1213 1.3293 2.3480  -0.954
H: -2.6350 2.0924 2.6325  0.477
H: -1.6340 1.0846 3.1434  0.480
O: 2.1364 -2.2679 1.5962  -0.970
H: 2.7965 -2.7315 1.0794  0.485
H: 2.4078 -2.2565 2.5171  0.492
O: -0.4756 -2.3971 0.0382  -0.978
H: -0.3042 -2.6318 -0.8721  0.479
H: 0.3106 -2.1508 0.5345  0.503

We obtain largest force on an atom values of 0.0637; 0.0505; 0.0620; 0.1059; 0.0863; 0.0735; 0.0245; 0.0326 Eh/bohr for the records listed above, in that order.